Computed, not measured: a 9-piece molecular cluster, C33H66O15 overall in a non-equilibrium geometry, with wB97M-V/def2-TZVPD.

Geometry as ORCA input:
```
! RIJCOSX wB97M-V def2-TZVPD def2/J DEFGRID3
* xyz 0 1
C 33.814 34.751 54.086
C 33.112 34.790 55.504
O 32.209 35.872 55.374
C 32.058 36.694 56.391
C 31.116 37.899 56.100
O 32.591 36.518 57.512
H 34.509 35.547 53.852
H 33.194 34.766 53.320
H 34.488 33.843 53.954
H 32.500 34.039 55.396
H 33.576 34.706 56.456
H 31.764 38.668 55.920
H 30.783 38.223 56.798
H 30.612 37.693 55.354
C 30.346 29.166 52.482
C 29.699 27.760 52.692
O 30.210 27.325 54.033
C 29.723 26.301 54.590
C 30.398 26.011 55.958
O 28.951 25.511 54.158
H 30.346 30.020 53.179
H 29.763 29.580 51.623
H 31.439 29.259 52.230
H 28.676 27.714 52.845
H 30.098 27.051 51.980
H 30.612 24.994 56.085
H 29.765 26.198 56.741
H 31.398 26.557 56.095
C 32.009 26.102 62.481
C 31.967 26.822 61.140
O 33.100 26.596 60.401
C 33.113 26.774 59.067
C 34.440 26.193 58.440
O 32.247 27.279 58.386
H 32.785 26.621 63.011
H 31.974 24.988 62.442
H 31.213 26.347 63.147
H 31.108 26.467 60.503
H 31.567 27.849 61.069
H 34.041 26.088 57.527
H 34.696 25.225 58.972
H 35.303 26.937 58.554
C 29.062 30.096 56.101
C 28.411 31.459 55.932
O 29.067 32.206 56.963
C 28.705 33.541 57.061
C 29.335 34.196 58.316
O 27.933 34.236 56.360
H 28.800 29.738 57.162
H 29.992 29.796 55.696
H 28.345 29.461 55.412
H 28.716 31.773 55.000
H 27.343 31.725 56.038
H 30.469 33.934 58.368
H 28.926 33.867 59.331
H 29.360 35.183 58.025
C 33.526 26.391 52.718
C 33.614 26.413 51.234
O 34.845 25.807 50.796
C 35.040 25.348 49.571
C 36.537 24.919 49.475
O 34.261 25.218 48.718
H 34.373 27.029 53.351
H 33.668 25.384 53.108
H 32.611 26.677 52.934
H 32.696 26.065 50.834
H 33.668 27.528 50.911
H 37.177 25.451 50.062
H 37.080 24.870 48.451
H 36.516 23.927 49.832
C 32.529 34.527 61.892
C 31.538 33.281 61.592
O 31.852 32.726 60.369
C 31.854 31.372 60.182
C 31.879 31.004 58.712
O 31.967 30.549 61.033
H 32.463 35.010 61.054
H 33.501 34.268 61.965
H 32.347 35.030 62.804
H 31.600 32.261 62.246
H 30.545 33.564 61.349
H 32.202 29.901 58.586
H 32.716 31.394 58.251
H 31.037 31.525 58.242
C 36.626 24.786 53.553
C 36.522 26.186 54.061
C 37.338 27.332 53.371
O 36.053 26.453 55.332
H 37.421 24.028 54.021
H 36.504 24.726 52.450
H 35.898 24.065 53.918
H 38.330 26.871 53.071
H 37.523 28.078 54.082
H 36.820 27.919 52.742
C 40.103 32.156 55.227
C 38.889 32.402 54.267
C 37.830 33.264 54.697
O 38.650 31.570 53.268
H 39.495 31.966 56.026
H 40.510 33.080 55.268
H 40.747 31.499 54.564
H 37.049 33.155 54.120
H 38.018 34.363 54.703
H 37.516 33.301 55.625
C 35.289 30.345 54.429
C 33.942 30.346 55.157
C 33.482 29.051 55.885
O 33.124 31.328 54.888
H 36.089 30.188 55.211
H 35.407 31.399 54.101
H 35.046 29.640 53.703
H 33.959 28.445 55.291
H 32.401 28.987 55.788
H 33.759 28.930 56.726
*
```

HOMO energy = -9.693 eV
F_max = 0.3566 hartree/bohr
structure (SMILES) = CCOC(C)=O.CCOC(C)=O.CCOC(C)=O.CCOC(C)=O.CCOC(C)=O.CCOC(C)=O.CC(C)=O.CC(C)=O.CC(C)=O
electronic energy = -2425.04428 hartree
energy above the lowest of the compared OMol25 structures with the same formula, charge and spin = 12.221 eV

***

Computed, not measured: a 7-piece molecular cluster, C33H67N4O20 overall in a non-equilibrium geometry, with wB97M-V/def2-TZVPD.

Geometry as ORCA input:
```
! RIJCOSX wB97M-V def2-TZVPD def2/J DEFGRID3
* xyz 1 1
C -0.308 -2.589 0.315
C 0.102 -3.107 1.558
N 1.566 -3.167 1.925
C 1.692 -3.804 3.239
N 1.135 -5.035 3.550
N 2.490 -3.154 4.303
N 1.618 -2.977 5.388
C 3.595 -4.117 4.615
C 4.988 -3.382 4.973
C 5.506 -2.394 3.817
C 7.053 -2.746 3.508
O 7.489 -2.834 2.338
O 7.873 -2.914 4.651
C 8.795 -4.023 4.505
C 8.121 -5.468 4.676
H 0.483 -2.083 -0.338
H -1.381 -2.720 -0.048
H -0.698 -3.490 2.278
H 1.940 -3.881 1.262
H 1.644 -5.920 3.412
H 0.177 -4.996 3.933
H 1.449 -3.855 5.909
H 0.689 -2.737 4.980
H 3.360 -4.822 5.497
H 3.799 -4.811 3.718
H 5.744 -4.223 5.137
H 4.902 -2.817 5.968
H 5.519 -1.337 4.279
H 4.866 -2.381 2.879
H 9.402 -4.015 3.542
H 9.552 -3.922 5.369
H 7.464 -5.476 5.615
H 8.893 -6.306 4.839
H 7.447 -5.669 3.774
C 3.663 2.123 -0.675
C 2.619 1.033 -0.521
O 1.386 1.564 -0.018
C 0.633 2.222 -0.914
O 0.895 2.390 -2.079
O -0.458 2.686 -0.280
C -1.301 3.494 -1.101
H 3.788 2.669 0.263
H 4.624 1.698 -0.972
H 3.364 2.854 -1.430
H 2.966 0.300 0.210
H 2.452 0.498 -1.461
H -1.573 2.974 -2.021
H -0.805 4.440 -1.326
H -2.213 3.704 -0.542
C 4.436 -6.371 11.509
C 3.868 -6.331 10.102
O 4.103 -5.056 9.485
C 5.351 -4.854 9.036
O 6.266 -5.636 9.096
O 5.415 -3.610 8.526
C 6.723 -3.229 8.099
H 4.052 -5.536 12.101
H 4.174 -7.308 12.003
H 5.524 -6.280 11.500
H 2.786 -6.463 10.145
H 4.269 -7.138 9.482
H 7.141 -3.960 7.405
H 7.375 -3.103 8.965
H 6.642 -2.271 7.583
C 7.560 -12.011 2.111
C 8.209 -11.038 1.144
O 7.244 -10.125 0.601
C 6.866 -9.133 1.416
O 7.266 -8.940 2.540
O 5.936 -8.398 0.773
C 5.372 -7.362 1.568
H 6.718 -12.519 1.635
H 8.281 -12.757 2.449
H 7.165 -11.494 2.988
H 8.626 -11.590 0.300
H 9.033 -10.492 1.612
H 6.148 -6.724 1.996
H 4.751 -7.795 2.356
H 4.739 -6.749 0.924
C -1.705 5.635 -5.127
C -2.744 4.541 -4.973
O -3.978 5.070 -4.470
C -4.733 5.724 -5.367
O -4.468 5.891 -6.534
O -5.824 6.186 -4.731
C -6.675 6.994 -5.546
H -1.582 6.182 -4.189
H -0.742 5.213 -5.422
H -2.005 6.363 -5.883
H -2.395 3.811 -4.240
H -2.908 4.004 -5.911
H -6.952 6.476 -6.464
H -6.183 7.943 -5.771
H -7.584 7.200 -4.981
C -11.588 2.728 -9.079
C -11.292 4.062 -9.738
O -10.276 4.777 -9.023
C -9.020 4.349 -9.224
O -8.682 3.442 -9.943
O -8.200 5.092 -8.460
C -6.834 4.675 -8.501
H -11.831 2.867 -8.022
H -12.424 2.230 -9.574
H -10.721 2.064 -9.121
H -12.188 4.685 -9.713
H -11.011 3.941 -10.788
H -6.468 4.620 -9.528
H -6.724 3.711 -8.001
H -6.241 5.415 -7.965
C -9.638 12.849 -2.656
C -8.277 12.226 -2.905
O -8.402 10.947 -3.541
C -8.677 10.980 -4.853
O -8.815 11.970 -5.528
O -8.801 9.712 -5.285
C -9.193 9.605 -6.653
H -10.279 12.161 -2.100
H -9.539 13.779 -2.092
H -10.149 13.072 -3.595
H -7.778 12.052 -1.950
H -7.631 12.885 -3.492
H -8.528 10.177 -7.303
H -10.226 9.937 -6.772
H -9.132 8.553 -6.938
*
```

HOMO energy = -11.667 eV
F_max = 0.0870 hartree/bohr
electronic energy = -3021.00727 hartree
energy above the lowest of the compared OMol25 structures with the same formula, charge and spin = 4.611 eV

***

One value per record, in order, for gap between HOMO and LUMO: 0.35617, 0.18183 hartree.